*1*
Computed, not measured: a cluster of 5 separate species, C20H25N5 in total, with ωB97M-V/def2-TZVPD.

Summary:
- Kohn-Sham gap (eV) = 8.65
- structure (SMILES) = c1cc[nH]c1.c1cc[nH]c1.c1cc[nH]c1.c1cc[nH]c1.c1cc[nH]c1
- HOMO (eV) = -8.0

The geometry in ORCA input format:
```
! RIJCOSX wB97M-V def2-TZVPD def2/J DEFGRID3
* xyz 0 1
C 1.230 -0.374 -2.403
C 1.807 -0.744 -1.053
C 0.707 -0.827 -0.294
N -0.357 -0.257 -0.930
C -0.062 -0.037 -2.330
H 1.760 -0.134 -3.190
H 2.787 -0.949 -0.734
H 0.703 -1.128 0.861
H -0.990 0.335 -0.400
H -0.867 0.328 -2.908
C 0.898 3.160 -1.105
C 0.521 4.397 -0.262
C 0.349 5.455 -1.043
N 0.660 5.125 -2.344
C 0.958 3.716 -2.441
H 0.930 2.061 -0.990
H 0.631 4.642 0.853
H -0.127 6.477 -0.803
H 0.475 5.747 -3.105
H 1.110 3.237 -3.421
C -2.994 -0.474 0.991
C -1.895 0.387 1.780
C -1.762 1.596 1.162
N -2.647 1.567 0.078
C -3.297 0.303 -0.072
H -3.313 -1.394 1.105
H -1.417 0.092 2.682
H -1.296 2.445 1.366
H -2.725 2.331 -0.581
H -4.187 -0.024 -0.897
C -2.623 -4.991 0.386
C -3.564 -4.332 -0.629
C -2.847 -3.387 -1.283
N -1.669 -3.137 -0.501
C -1.458 -4.206 0.308
H -2.552 -5.900 0.965
H -4.603 -4.695 -0.955
H -2.845 -2.644 -2.052
H -1.041 -2.389 -0.644
H -0.570 -4.402 0.957
C 2.690 -0.758 3.107
C 3.137 0.426 2.272
C 4.215 -0.010 1.650
N 4.475 -1.379 2.033
C 3.447 -1.789 2.869
H 1.875 -0.692 3.741
H 2.692 1.307 2.156
H 4.892 0.608 1.058
H 5.605 -1.877 1.761
H 3.153 -2.814 3.231
*
```

***

*2*
Computed, not measured: a cluster of 5 separate species, C20H25N5 in total, with ωB97M-V/def2-TZVPD.

Summary:
- Kohn-Sham gap (eV) = 8.40
- structure (SMILES) = c1cc[nH]c1.c1cc[nH]c1.c1cc[nH]c1.c1cc[nH]c1.c1cc[nH]c1
- HOMO (eV) = -8.0

The geometry in ORCA input format:
```
! RIJCOSX wB97M-V def2-TZVPD def2/J DEFGRID3
* xyz 0 1
C 6.954 25.877 47.346
C 7.867 27.039 47.715
C 8.212 26.843 49.083
N 7.540 25.663 49.409
C 6.929 25.020 48.334
H 6.512 25.723 46.465
H 8.414 27.698 46.941
H 8.893 27.497 49.702
H 7.794 25.311 50.447
H 6.505 24.051 48.440
C 7.487 26.867 56.442
C 8.299 27.976 55.718
C 7.420 28.579 54.915
N 6.167 28.040 55.060
C 6.156 27.037 55.966
H 7.825 26.110 57.101
H 9.301 28.024 55.668
H 7.649 29.429 54.171
H 5.362 28.524 54.661
H 5.267 26.694 56.222
C 5.848 19.324 53.929
C 6.265 18.806 55.365
C 7.189 19.766 55.749
N 7.413 20.589 54.728
C 6.678 20.341 53.616
H 5.208 18.934 53.114
H 6.162 18.016 56.124
H 7.604 19.894 56.595
H 8.093 21.241 54.788
H 6.827 20.941 52.820
C 7.348 23.831 51.970
C 8.918 24.025 51.816
C 9.211 25.242 52.452
N 8.042 25.738 52.953
C 7.030 24.833 52.782
H 6.864 23.148 51.555
H 9.590 23.508 51.293
H 10.074 25.898 52.496
H 8.032 26.656 53.318
H 6.238 25.004 53.139
C 10.337 21.696 55.662
C 9.337 22.108 56.733
C 8.527 23.091 56.246
N 8.937 23.305 54.862
C 9.900 22.409 54.494
H 11.117 20.897 55.892
H 9.456 21.757 57.696
H 7.837 23.709 56.867
H 8.618 24.184 54.390
H 10.354 22.369 53.525
*
```

***

*3*
Computed, not measured: a cluster of 5 separate species, C20H25N5 in total, with ωB97M-V/def2-TZVPD.

Summary:
- Kohn-Sham gap (eV) = 8.21
- structure (SMILES) = c1cc[nH]c1.c1cc[nH]c1.c1cc[nH]c1.c1cc[nH]c1.c1cc[nH]c1
- HOMO (eV) = -7.7

The geometry in ORCA input format:
```
! RIJCOSX wB97M-V def2-TZVPD def2/J DEFGRID3
* xyz 0 1
C 40.080 55.328 6.693
C 41.223 56.073 7.292
C 40.804 57.297 7.446
N 39.462 57.418 7.158
C 39.016 56.214 6.555
H 40.135 54.326 6.245
H 42.335 55.382 7.516
H 41.246 58.182 7.871
H 38.765 58.340 7.146
H 38.219 56.017 6.212
C 41.483 51.848 10.255
C 40.065 51.805 10.763
C 39.393 52.976 10.281
N 40.373 53.602 9.454
C 41.594 52.970 9.444
H 42.134 51.106 10.208
H 39.742 50.944 11.424
H 38.346 53.382 10.417
H 40.267 54.436 8.930
H 42.443 53.437 8.909
C 37.188 55.586 11.142
C 38.485 56.006 11.873
C 39.227 56.716 10.893
N 38.465 56.687 9.817
C 37.242 56.108 9.850
H 36.348 54.857 11.318
H 38.781 55.687 12.692
H 39.989 57.248 11.135
H 38.958 56.926 8.918
H 36.723 55.882 8.835
C 36.945 59.183 7.350
C 37.670 59.525 8.557
C 38.648 60.315 8.339
N 38.449 60.614 6.946
C 37.493 59.843 6.333
H 35.980 58.557 7.251
H 37.435 59.126 9.578
H 39.504 60.854 8.780
H 38.814 61.492 6.684
H 37.147 59.851 5.386
C 33.511 54.940 7.046
C 33.142 55.911 5.989
C 32.964 57.093 6.730
N 33.349 56.828 7.945
C 33.612 55.468 8.196
H 33.741 53.828 6.871
H 32.846 55.604 5.045
H 32.600 58.061 6.477
H 33.414 57.572 8.587
H 33.912 55.073 9.097
*
```

***

Most stable structure - *1*; separation to the second - 0.0054 hartree.

***

*1*
Computed, not measured: a cluster of 2 separate species, C3H11N5 in total, with ωB97M-V/def2-TZVPD.

Summary:
- Kohn-Sham gap (eV) = 7.92
- HOMO (eV) = -15.9

The geometry in ORCA input format:
```
! RIJCOSX wB97M-V def2-TZVPD def2/J DEFGRID3
* xyz 2 1
C 0.157 0.529 0.651
C -0.269 1.187 -0.574
C 1.235 -3.317 0.776
N 0.948 1.185 1.446
N 0.498 1.151 -1.642
N 0.260 -4.063 1.075
N -1.346 1.976 -0.485
N -2.146 2.504 -1.487
H 1.975 -3.773 0.208
H 1.363 0.711 2.290
H 1.010 2.194 1.378
H 1.449 0.992 -1.690
H 0.267 1.511 -2.524
H 0.167 -5.148 0.827
H -0.541 -3.688 1.537
H 1.145 -2.299 1.144
H -1.773 2.151 0.510
H -2.832 3.209 -1.191
H -1.567 2.988 -2.250
*
```

***

*2*
Computed, not measured: a structure of composition C3H11N5, with ωB97M-V/def2-TZVPD.

Summary:
- Kohn-Sham gap (spin up / spin down) (eV) = 5.72 / 4.88
- HOMO (spin up / spin down) (eV) = -17.5 / -17.1

The geometry in ORCA input format:
```
! RIJCOSX wB97M-V def2-TZVPD def2/J DEFGRID3
* xyz 2 1
C 0.043 0.091 0.026
C 1.341 -0.490 0.426
C -0.586 -2.311 -0.186
N -0.425 1.208 -0.315
N -0.955 -0.935 -0.201
N 0.448 3.569 0.634
N -2.196 -0.626 -0.477
N 0.830 2.475 0.081
H 1.423 -1.589 0.211
H 1.456 -0.246 1.517
H 2.189 0.015 -0.163
H 0.110 -2.572 -1.040
H 0.084 -2.337 0.596
H -1.356 -3.080 0.031
H 0.474 3.563 1.619
H 0.341 4.475 0.191
H -2.920 -1.407 -0.479
H -2.590 0.299 -0.294
H 1.326 2.739 -0.787
*
```

***

Most stable structure - *1*; separation to the second - 0.1828 hartree.

***

*1*
Computed, not measured: a cluster of 6 separate species, H12O6 in total, with ωB97M-V/def2-TZVPD.

Summary:
- Kohn-Sham gap (eV) = 10.76
- structure (SMILES) = O.O.O.O.O.O
- HOMO (eV) = -10.7

The geometry in ORCA input format:
```
! RIJCOSX wB97M-V def2-TZVPD def2/J DEFGRID3
* xyz 0 1
O 1.015 2.792 1.884
H 0.711 3.318 1.137
H 1.751 3.292 2.249
O -2.047 -0.637 0.361
H -2.191 -1.545 0.644
H -2.816 -0.152 0.679
O -2.176 0.787 -2.157
H -1.887 0.198 -1.450
H -1.882 0.372 -2.972
O 2.216 0.997 -1.704
H 1.880 0.449 -0.980
H 2.078 0.473 -2.497
O 0.857 -3.726 0.730
H 0.540 -4.440 1.289
H 0.186 -3.042 0.783
O 0.858 -0.001 0.636
H 1.013 0.945 0.758
H -0.105 -0.078 0.609
*
```

***

*2*
Computed, not measured: a structure of composition H12O6, with ωB97M-V/def2-TZVPD.

Summary:
- Kohn-Sham gap (eV) = 5.28
- HOMO (eV) = -5.7

The geometry in ORCA input format:
```
! RIJCOSX wB97M-V def2-TZVPD def2/J DEFGRID3
* xyz 0 1
O -0.991 0.920 -0.797
H -0.270 0.513 -0.317
H -1.714 0.299 -0.718
O 1.983 0.959 -1.071
H 2.125 0.019 -1.181
H 2.802 1.283 -0.697
O 0.439 2.082 -0.352
H 0.861 2.475 0.413
H 1.106 1.504 -0.723
O 0.446 -0.198 0.068
H 0.199 -1.105 -0.111
H 0.987 -0.247 0.856
O -2.144 -0.498 -0.207
H -3.034 -0.821 -0.349
H -1.749 -1.136 0.388
O -0.317 -1.889 1.232
H 0.388 -2.165 1.818
H -1.115 -1.996 1.748
*
```

***

Most stable structure - *1*; separation to the second - 0.4560 hartree.

***

*1*
Computed, not measured: a cluster of 6 separate species, H12O6 in total, with ωB97M-V/def2-TZVPD.

Summary:
- Kohn-Sham gap (eV) = 11.86
- structure (SMILES) = O.O.O.O.O.O
- HOMO (eV) = -11.3

The geometry in ORCA input format:
```
! RIJCOSX wB97M-V def2-TZVPD def2/J DEFGRID3
* xyz 0 1
O 2.788 -0.332 0.074
H 3.486 -0.236 -0.616
H 2.150 -1.015 -0.353
O 0.724 -1.795 -0.935
H 0.083 -1.809 -0.122
H 1.142 -2.671 -0.795
O -1.385 -2.016 0.632
H -1.766 -1.139 0.408
H -1.558 -2.100 1.670
O 1.427 1.885 0.610
H 1.030 1.597 1.532
H 1.977 1.074 0.398
O -2.654 0.323 0.005
H -3.162 0.053 -0.763
H -2.014 1.002 -0.365
O -0.914 2.161 -0.686
H -0.039 1.992 -0.290
H -1.316 3.024 -0.404
*
```

***

*2*
Computed, not measured: a cluster of 6 separate species, H12O6 in total, with ωB97M-V/def2-TZVPD.

Summary:
- Kohn-Sham gap (eV) = 10.75
- structure (SMILES) = O.O.O.O.O.O
- HOMO (eV) = -10.7

The geometry in ORCA input format:
```
! RIJCOSX wB97M-V def2-TZVPD def2/J DEFGRID3
* xyz 0 1
O -1.668 -2.240 0.787
H -1.400 -1.460 0.272
H -2.638 -2.139 0.857
O -0.745 2.102 -2.048
H -1.680 1.892 -2.130
H -0.713 3.031 -2.165
O 0.751 -2.069 2.046
H -0.063 -2.189 1.515
H 0.622 -1.171 2.361
O -0.522 -0.177 -0.412
H -0.791 0.350 -1.125
H 0.285 -0.607 -0.641
O 1.907 -1.058 -0.988
H 2.050 -0.471 -0.255
H 2.177 -1.890 -0.572
O 0.941 2.548 1.205
H 1.244 3.310 0.658
H 0.244 2.238 0.637
*
```

***

Most stable structure - *1*; separation to the second - 0.0152 hartree.

***

*1*
Computed, not measured: a cluster of 6 separate species, H12O6 in total, with ωB97M-V/def2-TZVPD.

Summary:
- Kohn-Sham gap (eV) = 11.92
- structure (SMILES) = O.O.O.O.O.O
- HOMO (eV) = -11.4

The geometry in ORCA input format:
```
! RIJCOSX wB97M-V def2-TZVPD def2/J DEFGRID3
* xyz 0 1
O -0.420 4.402 0.853
H -0.942 4.927 0.213
H -0.475 3.444 0.660
O 0.575 -3.216 0.614
H 1.215 -3.547 1.217
H 1.059 -2.921 -0.181
O 1.040 1.211 0.724
H 0.325 1.372 0.070
H 1.355 2.066 1.060
O -1.031 0.682 -1.068
H -1.980 0.863 -1.187
H -1.094 -0.256 -0.923
O 1.611 -1.226 -0.952
H 2.529 -1.118 -1.190
H 1.545 -0.687 -0.149
O -1.968 -1.650 -0.014
H -1.108 -1.787 0.409
H -2.235 -2.561 -0.156
*
```

***

*2*
Computed, not measured: a cluster of 6 separate species, H12O6 in total, with ωB97M-V/def2-TZVPD.

Summary:
- Kohn-Sham gap (eV) = 10.24
- structure (SMILES) = O.O.O.O.O.O
- HOMO (eV) = -10.2

The geometry in ORCA input format:
```
! RIJCOSX wB97M-V def2-TZVPD def2/J DEFGRID3
* xyz 0 1
O 0.757 2.424 -0.616
H -0.188 2.576 -0.594
H 0.876 1.747 -1.282
O 1.094 -2.665 -2.273
H 0.709 -1.959 -2.792
H 1.977 -2.359 -2.068
O -0.120 -1.108 0.027
H 0.521 -0.535 0.449
H 0.368 -1.905 -0.178
O 1.523 0.431 1.823
H 1.852 1.211 2.270
H 1.945 -0.300 2.273
O -1.333 0.893 1.873
H -0.385 0.763 1.892
H -1.560 0.866 0.943
O -2.872 0.117 -0.276
H -2.872 0.447 -1.174
H -2.292 -0.644 -0.300
*
```

***

*3*
Computed, not measured: a cluster of 6 separate species, H12O6 in total, with ωB97M-V/def2-TZVPD.

Summary:
- Kohn-Sham gap (eV) = 11.34
- structure (SMILES) = O.O.O.O.O.O
- HOMO (eV) = -10.7

The geometry in ORCA input format:
```
! RIJCOSX wB97M-V def2-TZVPD def2/J DEFGRID3
* xyz 0 1
O 7.732 -0.393 3.093
H 6.855 -0.808 3.025
H 7.941 -0.929 3.892
O -7.645 -0.713 0.749
H -7.557 0.121 0.399
H -8.375 -1.213 0.543
O -4.964 -0.596 0.770
H -4.675 0.276 0.461
H -5.829 -0.928 0.463
O -9.447 -2.387 -1.935
H -9.685 -1.954 -2.728
H -9.034 -3.258 -2.110
O 5.288 6.340 -0.443
H 6.172 6.461 -0.399
H 4.952 7.072 0.208
O 9.324 -2.730 -1.960
H 8.910 -1.994 -1.616
H 10.034 -2.364 -2.412
*
```

***

*4*
Computed, not measured: a structure of composition H12O6, with ωB97M-V/def2-TZVPD.

Summary:
- Kohn-Sham gap (eV) = 8.54
- HOMO (eV) = -9.1

The geometry in ORCA input format:
```
! RIJCOSX wB97M-V def2-TZVPD def2/J DEFGRID3
* xyz 0 1
O -2.193 -1.515 0.685
H -2.188 -1.105 1.550
H -1.418 -1.162 0.248
O 0.351 0.028 2.524
H 0.007 0.796 2.980
H 0.084 0.150 1.613
O 0.212 -1.346 -1.014
H 0.462 -2.108 -1.537
H 1.028 -0.860 -0.893
O 0.609 0.827 -2.379
H 0.773 0.549 -1.478
H 0.306 1.731 -2.299
O 0.722 1.258 -0.220
H 1.570 1.414 0.196
H 0.508 2.087 -0.648
O -0.534 -0.277 0.516
H -0.281 0.510 0.034
H -0.015 -0.978 0.122
*
```

***

Most stable structure - *1*; separation to the second - 0.0113 hartree.

***

*1*
Computed, not measured: a cluster of 6 separate species, H12O6 in total, with ωB97M-V/def2-TZVPD.

Summary:
- Kohn-Sham gap (eV) = 10.92
- structure (SMILES) = O.O.O.O.O.O
- HOMO (eV) = -10.8

The geometry in ORCA input format:
```
! RIJCOSX wB97M-V def2-TZVPD def2/J DEFGRID3
* xyz 0 1
O 0.166 0.767 3.440
H 0.147 1.433 4.140
H 1.124 0.776 3.268
O -2.195 2.018 -1.127
H -2.302 2.025 -2.079
H -1.778 1.128 -1.005
O -1.558 -1.001 0.413
H -0.981 -0.355 -0.038
H -1.991 -0.513 1.106
O -0.512 -0.063 -1.838
H 0.449 0.026 -1.937
H -0.677 -0.991 -2.056
O 2.365 0.510 -1.999
H 2.752 1.110 -1.362
H 3.092 -0.079 -2.288
O 0.991 -2.410 1.257
H 0.172 -2.272 1.729
H 0.737 -2.109 0.375
*
```

***

*2*
Computed, not measured: a cluster of 6 separate species, H12O6 in total, with ωB97M-V/def2-TZVPD.

Summary:
- Kohn-Sham gap (eV) = 11.22
- structure (SMILES) = O.O.O.O.O.O
- HOMO (eV) = -10.8

The geometry in ORCA input format:
```
! RIJCOSX wB97M-V def2-TZVPD def2/J DEFGRID3
* xyz 0 1
O 1.136 1.175 -0.862
H 0.235 1.581 -1.126
H 1.440 1.829 -0.202
O -2.841 -1.174 0.399
H -3.229 -2.041 0.301
H -3.505 -0.599 -0.031
O -3.793 3.144 -2.309
H -3.527 3.028 -3.240
H -4.420 2.412 -2.214
O 3.733 -1.701 -0.878
H 3.445 -2.599 -1.272
H 4.268 -1.314 -1.596
O 0.069 -2.618 0.904
H 0.220 -2.683 -0.051
H 0.781 -3.080 1.439
O 1.803 1.198 3.058
H 1.199 1.976 3.280
H 2.246 1.295 2.215
*
```

***

*3*
Computed, not measured: a cluster of 6 separate species, H12O6 in total, with ωB97M-V/def2-TZVPD.

Summary:
- Kohn-Sham gap (eV) = 11.37
- structure (SMILES) = O.O.O.O.O.O
- HOMO (eV) = -11.2

The geometry in ORCA input format:
```
! RIJCOSX wB97M-V def2-TZVPD def2/J DEFGRID3
* xyz 0 1
O 2.562 0.240 2.474
H 2.089 0.569 3.239
H 1.925 -0.051 1.818
O -6.403 4.210 0.451
H -5.649 4.508 -0.058
H -6.433 3.254 0.330
O 0.229 0.423 0.506
H -0.123 1.295 0.313
H 0.448 0.025 -0.344
O 0.238 -2.153 2.219
H 0.355 -1.222 2.054
H -0.664 -2.314 1.933
O -0.022 5.504 -8.575
H 0.825 5.090 -8.821
H 0.155 5.354 -7.629
O 3.522 -8.311 3.065
H 2.899 -8.195 2.327
H 2.841 -7.940 3.658
*
```

***

Most stable structure - *1*; separation to the second - 0.0279 hartree.

***

*1*
Computed, not measured: an isolated molecule of C4H10, with ωB97M-V/def2-TZVPD.

Summary:
- Kohn-Sham gap (eV) = 12.02
- structure (SMILES) = CCCC
- HOMO (eV) = -10.8

The geometry in ORCA input format:
```
! RIJCOSX wB97M-V def2-TZVPD def2/J DEFGRID3
* xyz 0 1
C -1.686 0.354 0.084
C -0.590 -0.489 -0.472
C 0.624 -0.543 0.348
C 1.806 0.369 -0.192
H -1.899 -0.200 1.277
H -2.786 0.287 -0.515
H -1.626 1.575 0.280
H -0.344 0.054 -1.267
H -1.014 -1.350 -0.622
H 0.939 -1.466 0.226
H 0.435 -0.335 1.447
H 1.928 0.029 -1.218
H 2.726 0.313 0.715
H 1.488 1.403 -0.091
*
```

***

*2*
Computed, not measured: a structure of composition C4H10, with ωB97M-V/def2-TZVPD.

Summary:
- Kohn-Sham gap (eV) = 11.51
- HOMO (eV) = -10.3

The geometry in ORCA input format:
```
! RIJCOSX wB97M-V def2-TZVPD def2/J DEFGRID3
* xyz 0 1
C 1.640 -0.553 -0.131
C 0.663 0.527 0.336
C -0.645 0.542 -0.399
C -1.616 -0.585 0.086
H 1.954 -0.274 -1.260
H 1.123 -1.326 -0.089
H 2.628 -0.410 0.365
H 0.485 0.449 1.572
H 1.176 1.583 0.178
H -0.698 0.677 -1.465
H -1.259 1.708 0.022
H -1.124 -1.599 -0.032
H -1.756 -0.364 1.154
H -2.572 -0.376 -0.338
*
```

***

*3*
Computed, not measured: an isolated molecule of C4H10, with ωB97M-V/def2-TZVPD.

Summary:
- Kohn-Sham gap (eV) = 12.08
- structure (SMILES) = CCCC
- HOMO (eV) = -10.8

The geometry in ORCA input format:
```
! RIJCOSX wB97M-V def2-TZVPD def2/J DEFGRID3
* xyz 0 1
C -1.953 -0.117 -0.112
C -0.577 0.486 0.062
C 0.578 -0.493 0.149
C 1.894 0.130 -0.116
H -2.222 -0.806 0.755
H -1.968 -0.739 -0.896
H -2.767 0.520 -0.237
H -0.529 1.180 1.129
H -0.549 1.298 -0.800
H 0.477 -0.923 1.162
H 0.564 -1.261 -0.665
H 2.671 -0.729 -0.125
H 2.223 0.434 -0.859
H 2.156 1.020 0.552
*
```

***

Most stable structure - *2*; separation to the second - 0.0154 hartree.